13
Properties=species:S:1:pos:R:3 method="wB97M-V/def2-TZVPD" smiles=CCc1nnnn1Br de_lowest_kcal_mol=70.0 homo_energy_ev=-10.556 e_tot_ev=-79191.811 homo_lumo_gap_ev=9.7 lumo_energy_ev=-0.85
C -0.498 0.422 0.187
C 1.727 -0.459 -0.467
C 0.541 -0.551 0.545
N -0.380 1.706 0.082
N -1.588 2.221 -0.129
N -2.498 1.360 -0.214
N -1.878 0.175 -0.068
Br -2.659 -1.556 -0.066
H 1.275 -0.371 -1.542
H 2.213 -1.360 -0.313
H 2.508 0.381 -0.282
H 1.036 -0.465 1.593
H 0.200 -1.503 0.674